(1)
Density functional theory data (wB97M-V/def2-TZVPD) for C6H8N2 in the gas phase in a non-equilibrium geometry.

XYZ file:
```
16
Properties=species:S:1:pos:R:3:nbo_charge:R:1
C 0.04 -1.53 -0.73 -0.08
C -0.37 -2.66 -0.68 0.12
C -3.02 -2.42 0.70 0.03
C -0.41 0.69 -1.31 -0.59
C 0.54 0.12 1.09 -0.59
C 0.59 -0.23 -0.44 -0.29
N -1.38 -3.55 -0.62 -0.37
N -2.28 -2.98 0.00 0.03
H -3.94 -1.95 1.11 0.27
H 0.05 1.60 -1.72 0.21
H -1.35 1.00 -0.73 0.20
H -0.73 0.05 -2.10 0.22
H 0.88 -0.76 1.64 0.22
H -0.54 0.26 1.35 0.20
H 1.18 1.09 1.22 0.21
H 1.63 -0.10 -0.71 0.23
```

Values from the calculation:
E = -342.7120 Eh
LUMO = 0.71 eV
ΔE to the lowest compared entry with this formula, charge and spin = 139.3 kcal/mol
Charge = 0
HOMO level = -7.97 eV
Max |F| = 2.366 eV Å⁻¹

***

(2)
Density functional theory data (wB97M-V/def2-TZVPD) for C6H8N2 in the gas phase in a non-equilibrium geometry.

XYZ file:
```
16
Properties=species:S:1:pos:R:3:nbo_charge:R:1
C 0.44 -0.20 1.58 0.06
N 1.61 -0.43 1.03 -0.22
N 1.30 -0.92 -0.26 -0.30
C 1.66 -0.54 -1.57 -0.20
C 0.36 0.07 -0.95 -0.14
C -1.09 -0.13 -0.50 -0.22
C -1.47 0.97 0.34 -0.40
C -0.95 -0.27 1.02 -0.30
H 0.60 0.08 2.63 0.19
H 2.38 0.31 -1.81 0.21
H 1.49 -1.41 -2.21 0.22
H 0.69 1.13 -0.72 0.18
H -1.81 -0.70 -1.11 0.24
H -1.01 1.94 0.51 0.23
H -2.50 1.02 0.43 0.22
H -1.69 -0.89 1.60 0.25
```

Values from the calculation:
SMILES string = C1=NN2C[C@H]2[C@@H]2C[C@H]12
E = -342.7485 Eh
LUMO = 1.10 eV
ΔE to the lowest compared entry with this formula, charge and spin = 116.4 kcal/mol
Charge = 0
HOMO level = -8.66 eV
Max |F| = 3.053 eV Å⁻¹

***

(3)
Density functional theory data (wB97M-V/def2-TZVPD) for C6H8N2O in the gas phase in a non-equilibrium geometry.

XYZ file:
```
17
Properties=species:S:1:pos:R:3:nbo_charge:R:1
C 1.40 0.18 2.82 -0.69
C 0.35 -0.01 1.84 0.65
O -0.82 -0.34 2.15 -0.62
N 0.64 0.21 0.52 -0.61
C -0.10 0.03 -0.67 0.27
C -0.94 -1.10 -0.95 -0.29
C -1.54 -0.82 -2.19 -0.31
C -1.10 0.37 -2.57 -0.06
N -0.24 0.91 -1.66 -0.51
H 1.17 1.30 3.26 0.26
H 1.60 -0.66 3.47 0.26
H 2.34 0.14 2.20 0.20
H 1.60 0.40 0.32 0.38
H -1.19 -2.02 -0.24 0.25
H -2.13 -1.38 -2.85 0.23
H -1.14 0.99 -3.66 0.20
H 0.10 1.80 -1.78 0.41
```

Values from the calculation:
SMILES string = CC(=O)Nc1ccc[nH]1
E = -418.1241 Eh
LUMO = 0.66 eV
ΔE to the lowest compared entry with this formula, charge and spin = 37.2 kcal/mol
Charge = 0
HOMO level = -7.97 eV
Max |F| = 7.177 eV Å⁻¹

***

(4)
Density functional theory data (wB97M-V/def2-TZVPD) for C6H8N2O in the gas phase in a non-equilibrium geometry.

XYZ file:
```
17
Properties=species:S:1:pos:R:3:nbo_charge:R:1
C -2.54 0.63 0.44 0.20
C 0.40 1.11 0.05 0.21
C -0.12 0.06 0.96 -0.48
C -1.83 -0.01 -0.68 0.30
C 1.80 1.63 0.39 -0.64
C -2.11 -1.44 -1.02 -0.67
N -3.04 1.18 1.33 -0.32
N -0.17 1.56 -1.00 -0.12
O -1.20 0.68 -1.57 -0.35
H 0.56 -0.71 1.06 0.19
H -0.66 0.22 1.85 0.24
H 2.15 2.53 -0.24 0.25
H 2.43 0.76 -0.03 0.24
H 2.02 1.80 1.45 0.23
H -1.39 -2.07 -0.39 0.25
H -2.02 -1.67 -2.08 0.24
H -3.15 -1.80 -0.76 0.24
```

Values from the calculation:
E = -417.9827 Eh
LUMO (alpha / beta) = -0.42 / -0.42 eV
ΔE to the lowest compared entry with this formula, charge and spin = 125.9 kcal/mol
Charge = 0
HOMO level (alpha / beta) = -8.58 / -8.59 eV
Max |F| = 4.270 eV Å⁻¹